i | {"formula": "C19H27NO", "method": "wB97M-V/def2-TZVPD", "orbital_gap_ev": 8.746, "elements": ["C", "C", "C", "N", "C", "C", "C", "C", "C", "C", "C", "C", "C", "C", "C", "C", "C", "O", "C", "C", "C", "H", "H", "H", "H", "H", "H", "H", "H", "H", "H", "H", "H", "H", "H", "H", "H", "H", "H", "H", "H", "H", "H", "H", "H", "H", "H", "H"], "positions_angstrom": [[-0.130, 4.075, 0.025], [-0.371, 3.332, -1.266], [-1.565, 2.489, -1.149], [-1.309, 1.290, -0.262], [-2.228, 1.109, 0.803], [-2.628, 2.314, 1.700], [-3.556, 1.895, 2.943], [-0.508, 0.138, -0.721], [-1.226, -1.229, -0.614], [-0.411, -2.353, -1.255], [0.998, -2.403, -0.830], [1.669, -1.191, -0.299], [3.114, -1.299, -0.032], [3.757, -2.492, -0.236], [3.130, -3.695, -0.597], [3.547, -5.021, -0.970], [2.491, -5.663, -1.510], [1.400, -4.780, -1.620], [1.741, -3.556, -1.004], [0.999, 0.085, -0.168], [1.294, 0.459, 1.292], [0.371, 5.034, -0.111], [0.354, 3.474, 0.858], [-1.061, 4.578, 0.341], [-0.204, 3.981, -2.167], [0.477, 2.726, -1.403], [-2.360, 3.067, -0.719], [-1.993, 1.988, -2.077], [-1.797, 0.343, 1.468], [-3.219, 0.807, 0.451], [-1.695, 2.944, 1.913], [-3.286, 2.879, 1.089], [-4.169, 1.073, 2.647], [-4.134, 2.706, 3.180], [-3.029, 1.584, 3.861], [-0.415, 0.123, -1.818], [-2.231, -1.160, -1.045], [-1.396, -1.396, 0.425], [-0.425, -2.141, -2.338], [-0.969, -3.267, -1.117], [3.780, -0.478, 0.330], [4.815, -2.598, 0.016], [4.476, -5.481, -0.698], [2.337, -6.742, -1.636], [1.564, 0.743, -0.768], [1.370, -0.416, 1.968], [2.190, 0.996, 1.455], [0.436, 1.129, 1.667]]}


ii | {"formula": "C19H27NO", "method": "wB97M-V/def2-TZVPD", "orbital_gap_ev": 7.649, "elements": ["C", "N", "C", "C", "C", "C", "C", "C", "C", "C", "C", "C", "C", "C", "O", "C", "C", "C", "C", "C", "C", "H", "H", "H", "H", "H", "H", "H", "H", "H", "H", "H", "H", "H", "H", "H", "H", "H", "H", "H", "H", "H", "H", "H", "H", "H", "H", "H"], "positions_angstrom": [[4.630, -3.280, 4.395], [3.982, -2.041, 4.656], [4.622, -1.214, 5.662], [3.120, -1.657, 3.694], [2.560, -1.040, 2.874], [1.738, -0.459, 1.832], [0.750, 0.613, 2.405], [-0.106, 1.305, 1.310], [-1.565, 1.089, 1.671], [-2.496, 1.767, 0.655], [-2.484, 1.022, -0.666], [-3.619, 1.463, -1.520], [-4.011, 0.421, -2.551], [-2.835, -0.493, -3.013], [-2.710, -1.532, -2.408], [-1.740, -0.050, -3.957], [-1.804, 0.958, -4.929], [-0.809, 1.037, -5.937], [0.427, 0.450, -5.831], [0.494, -0.506, -4.829], [-0.535, -0.809, -3.898], [5.397, -3.609, 5.150], [5.257, -3.091, 3.563], [3.832, -4.036, 4.111], [5.483, -1.608, 6.226], [3.836, -0.864, 6.360], [5.060, -0.357, 5.120], [1.306, -1.307, 1.231], [2.472, 0.001, 1.203], [0.028, 0.137, 3.045], [1.248, 1.227, 3.201], [0.136, 2.327, 1.093], [0.149, 0.774, 0.417], [-1.791, 1.520, 2.634], [-1.619, -0.019, 1.610], [-3.471, 1.744, 1.101], [-2.159, 2.882, 0.576], [-1.513, 1.271, -1.113], [-2.467, -0.069, -0.517], [-4.507, 1.855, -0.997], [-3.326, 2.368, -2.072], [-4.612, 0.838, -3.361], [-4.799, -0.199, -2.067], [-2.715, 1.420, -5.185], [-1.073, 1.656, -6.760], [1.101, 0.474, -6.581], [1.456, -0.785, -4.470], [-0.319, -1.593, -3.132]]}


The energetic minimum among the shown structures is i; the next structure lies 1.984 eV above.